# 1
Computed, not measured: a molecular structure, C4H7N3O2, with ωB97M-V/def2-TZVPD.

Results
Energy relative to the best compared isomer or geometry (same formula, charge and spin) in kcal per mole: 114.3
Calculated total energy in Ha: -471.22087
Charge: 0

Each line ends with the Löwdin charge.
Atoms and positions in Å:
C: -0.546 1.864 -1.005  0.00
N: -0.004 0.634 -0.415  -0.05
C: 0.352 -1.486 0.833  -0.49
C: 0.819 0.590 0.569  -0.22
C: -0.541 -0.762 -0.746  -0.33
O: 1.326 -2.342 0.423  0.05
N: 1.783 1.009 1.186  0.24
N: -1.812 -0.986 -0.834  0.08
O: -0.220 -1.623 1.890  0.05
H: 1.423 -3.025 1.111  0.12
H: 1.739 1.277 2.162  0.10
H: -2.379 -0.402 -0.222  0.04
H: 0.117 -1.227 -1.479  0.13
H: -0.167 2.737 -0.478  0.09
H: -0.256 1.914 -2.055  0.10
H: -1.633 1.829 -0.939  0.09

=====

# 2
Computed, not measured: a single C4H7N3O2 molecule, with ωB97M-V/def2-TZVPD.

Results
Energy relative to the best compared isomer or geometry (same formula, charge and spin) in kcal per mole: 25.9
Calculated total energy in Ha: -471.36177
SMILES: [H]/N=C(/C(N)=O)C(=O)NC
Charge: 0

Each line ends with the Löwdin charge.
Atoms and positions in Å:
H: -1.272 -0.401 -2.319  0.07
N: -1.576 0.153 -1.524  0.19
C: -0.690 0.347 -0.623  -0.23
C: -1.031 1.220 0.571  -0.51
N: -2.155 1.929 0.392  0.17
O: -0.356 1.225 1.579  0.07
C: 0.777 0.042 -0.777  -0.43
O: 1.657 0.534 -1.407  0.14
N: 0.790 -1.135 0.024  0.00
C: 2.020 -1.561 0.658  -0.08
H: -2.593 1.914 -0.524  0.10
H: -2.587 2.408 1.177  0.12
H: -0.024 -1.665 0.322  0.14
H: 2.199 -2.615 0.462  0.08
H: 2.831 -0.983 0.245  0.08
H: 2.010 -1.410 1.745  0.09

=====

# 3
Computed, not measured: a single C4H7N3O2 molecule, with ωB97M-V/def2-TZVPD.

Results
Energy relative to the best compared isomer or geometry (same formula, charge and spin) in kcal per mole: 50.0
Calculated total energy in Ha: -471.32335
SMILES: [H]/N=c1\[nH]c(O)c(NC)o1
Charge: 0

Each line ends with the Löwdin charge.
Atoms and positions in Å:
H: -3.546 -0.557 0.176  0.04
N: -2.738 -1.165 0.129  0.14
C: -1.644 -0.503 0.050  -0.42
N: -1.373 0.941 0.176  0.15
C: 0.002 1.057 0.002  -0.31
O: 0.514 2.311 0.057  0.11
C: 0.531 -0.150 -0.272  -0.31
N: 1.847 -0.400 -0.502  -0.06
C: 2.613 -1.053 0.514  -0.11
O: -0.457 -1.110 -0.199  0.10
H: -1.958 1.545 -0.437  0.17
H: 1.430 2.231 0.240  0.09
H: 2.109 -0.815 -1.419  0.15
H: 2.219 -2.090 0.597  0.09
H: 2.476 -0.494 1.446  0.09
H: 3.647 -1.158 0.141  0.09

=====

# 4
Computed, not measured: a single C4H7N3O2 molecule, with ωB97M-V/def2-TZVPD.

Results
Energy relative to the best compared isomer or geometry (same formula, charge and spin) in kcal per mole: 120.7
Calculated total energy in Ha: -471.21075
SMILES: O=CN1CCNC(=O)N1
Charge: 0

Each line ends with the Löwdin charge.
Atoms and positions in Å:
O: -2.706 -1.220 0.081  -0.07
C: -1.912 -0.433 -0.594  -0.22
N: -0.853 -0.066 0.186  -0.12
C: -0.194 -0.626 1.467  -0.07
C: 1.217 -1.057 1.031  -0.20
N: 1.570 -0.180 -0.088  0.00
C: 1.113 0.957 -0.708  -0.61
O: 1.710 1.659 -1.417  0.13
N: -0.150 1.166 -0.122  0.07
H: -1.710 -0.371 -1.805  0.19
H: -1.005 -1.225 1.919  0.12
H: 0.123 0.429 1.745  0.13
H: 1.137 -2.103 0.553  0.12
H: 2.203 -0.966 1.864  0.19
H: 2.315 -0.825 -0.745  0.23
H: -0.408 2.065 0.150  0.12

=====

# 5
Computed, not measured: a molecular structure, C4H7N3O2, with ωB97M-V/def2-TZVPD.

Results
Energy relative to the best compared isomer or geometry (same formula, charge and spin) in kcal per mole: 171.3
Calculated total energy in Ha: -471.13011
Charge: 0

Each line ends with the Löwdin charge.
Atoms and positions in Å:
C: -0.399 0.041 -0.755  -0.19
C: -1.099 -0.284 0.422  -0.24
C: -0.386 -0.013 1.639  -0.29
C: 0.914 0.060 1.101  -0.07
H: -0.738 -0.320 -3.080  0.14
H: 0.271 0.937 -2.579  0.06
H: -3.034 -0.555 0.619  0.09
H: -1.537 -1.478 2.464  0.29
H: 1.539 0.439 1.961  0.14
H: 2.719 1.454 -0.379  0.21
H: 2.555 -0.021 -1.488  0.11
N: -0.552 0.392 -2.183  0.01
N: 0.937 0.101 -0.272  -0.20
N: 1.921 0.728 -1.024  -0.01
O: -2.238 -1.031 0.670  0.02
O: -0.873 -0.450 2.885  -0.08

=====

# 6
Computed, not measured: a single C4H7N3O4S molecule, with ωB97M-V/def2-TZVPD.

Results
Energy relative to the best compared isomer or geometry (same formula, charge and spin) in kcal per mole: 11.7
Calculated total energy in Ha: -1019.99945
SMILES: N[C@]12CC(=O)N[C@H](N1)S(=O)(=O)O2
Charge: 0

Each line ends with the Löwdin charge.
Atoms and positions in Å:
N: -1.066 -1.764 0.777  0.14
C: -0.500 -0.621 0.309  -0.64
C: -1.373 0.595 0.605  0.00
C: -0.743 1.821 0.053  -0.53
O: -1.272 2.885 -0.007  0.10
N: 0.391 1.645 -0.644  0.14
C: 0.909 0.271 -1.223  -0.22
N: -0.204 -0.703 -1.097  0.07
S: 1.968 -0.422 0.006  0.64
O: 2.184 -1.776 -0.425  -0.27
O: 2.981 0.422 0.506  -0.23
O: 0.793 -0.465 1.042  -0.16
H: -1.771 -1.667 1.507  0.12
H: -0.359 -2.478 0.876  0.11
H: -1.634 0.764 1.744  0.18
H: -2.416 0.404 0.356  0.14
H: 1.015 2.392 -0.870  0.14
H: 1.022 0.427 -2.222  0.12
H: 0.075 -1.730 -1.293  0.17

=====

# 7
Computed, not measured: 2 unconnected molecules or ions with the total composition C4H7N3O5, with ωB97M-V/def2-TZVPD.

Results
Energy relative to the best compared isomer or geometry (same formula, charge and spin) in kcal per mole: 3.1
Calculated total energy in Ha: -697.02918
Charge: 0

Each line ends with the Löwdin charge.
Atoms and positions in Å:
C: 0.521 1.326 3.247  -0.52
C: 0.695 -0.052 1.371  -0.44
C: -1.250 0.997 0.036  -0.18
C: 0.658 -1.643 -2.816  -0.11
N: 1.266 0.333 2.617  0.23
N: -0.475 1.586 2.331  0.12
N: -0.484 0.743 1.266  -0.02
O: 0.762 1.735 4.337  0.10
O: 1.140 -0.832 0.636  0.13
O: -0.777 1.979 -0.876  -0.04
O: 1.755 -1.911 -2.012  -0.02
O: 0.857 -2.372 -3.959  -0.02
H: -2.163 1.565 0.349  0.14
H: -1.385 -0.001 -0.585  0.17
H: 2.119 -0.043 2.806  0.12
H: -1.316 2.089 2.639  0.18
H: -0.149 1.569 -1.440  0.06
H: 1.656 -1.512 -1.166  0.00
H: 1.813 -2.546 -3.992  0.09

=====

# 8
Computed, not measured: a single C4H7N3OS molecule, with ωB97M-V/def2-TZVPD.

Results
Energy relative to the best compared isomer or geometry (same formula, charge and spin) in kcal per mole: 56.1
Calculated total energy in Ha: -794.24088
SMILES: COc1nc(=S)n(C)[nH]1
Charge: 0

Each line ends with the Löwdin charge.
Atoms and positions in Å:
C: 2.473 1.956 0.147  -0.03
O: 1.867 0.671 0.186  -0.01
C: 0.587 0.558 0.103  -0.41
N: -0.403 1.456 0.028  0.13
C: -1.566 0.798 -0.006  -0.81
S: -3.119 1.416 -0.291  0.54
N: -1.356 -0.616 0.122  -0.16
C: -2.319 -1.579 0.205  -0.12
N: 0.036 -0.692 0.177  0.15
H: 1.723 2.650 -0.449  0.14
H: 3.398 1.649 -0.236  0.07
H: 2.568 2.470 1.171  0.12
H: -2.188 -2.411 -0.501  0.09
H: -2.579 -2.058 1.198  0.11
H: -3.228 -0.997 -0.148  0.04
H: 0.633 -1.387 0.614  0.17

=====

# 9
Computed, not measured: 2 unconnected molecules or ions with the total composition C4H7N3OS, with ωB97M-V/def2-TZVPD.

Results
Energy relative to the best compared isomer or geometry (same formula, charge and spin) in kcal per mole: 95.3
Calculated total energy in Ha: -794.17842
Charge: 0

Each line ends with the Löwdin charge.
Atoms and positions in Å:
C: 0.323 -1.934 2.374  -0.09
C: 0.267 -1.489 1.089  -0.13
C: 0.857 0.639 -1.297  0.06
C: -0.718 0.576 0.084  -0.71
N: 0.030 -0.817 3.181  0.00
N: -0.334 0.159 2.459  0.04
N: -0.188 -0.259 1.151  -0.16
O: -1.126 1.801 0.378  -0.03
S: -2.073 -0.359 -0.837  0.74
H: 0.775 -2.785 2.762  0.07
H: 0.234 -2.016 0.102  0.14
H: 0.875 1.609 -1.540  -0.03
H: 1.782 0.211 -0.755  0.07
H: 0.485 -0.018 -2.096  0.02
H: -1.654 1.608 1.219  0.14
H: -2.803 0.714 -1.143  -0.14

=====

# 10
Computed, not measured: a single C4H7N3S molecule, with ωB97M-V/def2-TZVPD.

Results
Energy relative to the best compared isomer or geometry (same formula, charge and spin) in kcal per mole: 48.2
Calculated total energy in Ha: -719.02577
SMILES: CNc1nc(S)c[nH]1
Charge: 0

Each line ends with the Löwdin charge.
Atoms and positions in Å:
C: -1.408 1.311 1.728  -0.09
N: -0.617 1.384 0.448  0.01
C: -0.027 0.265 -0.108  -0.46
N: 0.998 0.391 -0.868  0.09
C: 1.293 -0.890 -1.255  -0.75
S: 2.508 -1.041 -2.519  0.75
C: 0.566 -1.928 -0.744  -0.03
N: -0.278 -1.030 0.017  0.09
H: -1.901 2.279 1.993  0.08
H: -2.106 0.427 1.810  0.09
H: -0.722 1.298 2.601  0.07
H: 0.045 2.136 0.437  0.12
H: 1.931 -0.175 -3.335  -0.15
H: 0.736 -2.953 -0.647  0.09
H: -1.017 -1.474 0.444  0.11

=====

# 11
Computed, not measured: a molecular structure, C4H7N3S, with ωB97M-V/def2-TZVPD.

Results
Energy relative to the best compared isomer or geometry (same formula, charge and spin) in kcal per mole: 157.9
Calculated total energy in Ha: -718.85089
Charge: 0

Each line ends with the Löwdin charge.
Atoms and positions in Å:
C: 1.180 1.272 0.090  -0.43
C: -0.128 -0.787 -0.071  -0.47
C: -1.295 0.015 0.295  -0.13
C: -2.600 -0.274 -0.211  0.06
H: 3.178 -0.990 1.051  -0.05
H: 2.027 1.647 1.086  0.20
H: 0.969 2.933 -0.404  0.15
H: 0.429 -2.762 -0.599  0.10
H: -1.446 0.888 1.002  0.11
H: -3.463 0.406 -0.065  0.07
H: -2.577 -1.230 -0.569  0.00
N: 1.114 -0.122 0.105  -0.59
N: 0.533 1.862 -0.950  0.11
N: -0.427 -2.008 -0.490  0.09
S: 2.507 -0.849 -0.269  0.80

=====

# 12
Computed, not measured: a single C4H7N3S molecule, with ωB97M-V/def2-TZVPD.

Results
Energy relative to the best compared isomer or geometry (same formula, charge and spin) in kcal per mole: 101.1
Calculated total energy in Ha: -718.94151
SMILES: CC/N=C(/C#N)NS
Charge: 0

Each line ends with the Löwdin charge.
Atoms and positions in Å:
C: 1.927 -1.032 -0.569  -0.16
C: 0.839 -0.681 0.399  -0.38
N: -0.553 -0.923 -0.009  0.10
C: -1.446 -0.096 0.029  -0.47
C: -2.796 -0.427 -0.201  -0.17
N: -3.828 -0.654 -0.590  0.19
N: -1.285 1.337 0.559  -0.36
S: -0.118 2.072 -0.519  0.70
H: 1.954 -2.168 -0.734  0.08
H: 1.606 -0.423 -1.623  0.12
H: 2.922 -0.538 -0.101  0.12
H: 0.983 -1.504 1.175  0.14
H: 1.153 0.389 0.642  0.05
H: -2.040 1.896 1.013  0.09
H: 0.682 2.751 0.530  -0.06